1.
C18H22N4O4 | ωB97M-V/def2-TZVPD

```
48
Properties=species:S:1:pos:R:3:mulliken_charge:R:1
C -3.69 2.67 -2.16 -0.98
N -2.34 2.21 -1.94 0.10
C -1.22 2.63 -2.64 0.14
O -1.23 3.22 -3.73 -0.70
C -0.08 2.38 -1.79 0.04
C 1.26 2.74 -2.03 -0.74
C 2.44 2.45 -1.16 0.85
C 3.66 2.96 -1.60 -0.69
C 4.83 2.71 -0.90 -0.86
C 4.77 2.01 0.32 0.82
C 3.59 1.45 0.76 0.87
C 2.41 1.70 0.02 -0.46
O 3.79 0.78 1.93 -0.49
C 5.19 1.01 2.22 -0.29
O 5.77 1.82 1.20 -0.47
N -0.56 1.75 -0.67 -0.39
C -1.84 1.65 -0.80 0.28
N -2.60 1.03 0.19 -0.21
C -1.97 0.34 1.35 -0.62
C -1.61 -1.09 0.90 -0.77
N -0.66 -1.82 1.79 0.05
C -1.07 -1.98 3.19 -0.53
C -0.09 -2.90 3.93 -0.68
O 1.27 -2.47 3.78 -0.41
C 1.67 -2.48 2.39 -0.88
C 0.78 -1.52 1.62 -0.26
H -3.90 2.73 -3.26 0.32
H -3.87 3.61 -1.68 0.34
H -4.40 1.93 -1.76 0.32
H 1.39 3.21 -2.99 0.39
H 3.72 3.54 -2.55 0.34
H 5.79 3.08 -1.30 0.36
H 1.51 1.22 0.35 0.32
H 5.75 0.04 2.32 0.25
H 5.26 1.50 3.21 0.27
H -3.53 0.75 -0.14 0.24
H -1.08 0.89 1.68 0.33
H -2.65 0.35 2.22 0.32
H -1.21 -1.08 -0.11 0.41
H -2.55 -1.67 0.91 0.31
H -1.05 -0.99 3.66 0.34
H -2.10 -2.36 3.28 0.40
H -0.24 -3.95 3.59 0.34
H -0.34 -2.88 5.00 0.34
H 1.58 -3.49 1.97 0.35
H 2.70 -2.21 2.31 0.41
H 1.04 -0.51 1.93 0.20
H 1.06 -1.58 0.56 0.36
```

The relative energy (zero: lowest compared OMol25 entry of this formula, charge and spin) is 122.0 kcal/mol. The SMILES is CN1C(=O)/C(=C/c2ccc3c(c2)OCO3)N=C1NCCN1CCOCC1. Its multiplicity is 1.

---

2.
C3H8N2O | ωB97M-V/def2-TZVPD

```
14
Properties=species:S:1:pos:R:3:mulliken_charge:R:1
N 1.85 0.94 -0.89 -0.20
C 0.88 1.12 0.30 -0.45
C -0.50 0.42 0.64 0.47
N -0.39 -0.82 0.01 -0.08
C -1.61 -1.46 -0.18 -0.77
O -1.40 0.74 1.43 -0.43
H 2.81 0.67 -0.73 0.31
H 1.73 1.60 -1.66 0.32
H 0.73 2.22 0.23 0.38
H 1.49 0.82 1.24 0.33
H 0.53 -1.20 -0.07 0.25
H -2.41 -0.77 -0.65 0.27
H -2.06 -1.78 0.89 0.29
H -1.64 -2.50 -0.56 0.34
```

As for the expectation value of S²: 0.7578. The relative energy (zero: lowest compared OMol25 entry of this formula, charge and spin) is 55.0 kcal/mol. Its multiplicity is 2. The net charge is +1.

---

3.
C4H7NO | ωB97M-V/def2-TZVPD

```
13
Properties=species:S:1:pos:R:3:mulliken_charge:R:1
O 2.57 -0.79 -0.20 -0.38
N 1.84 0.34 0.14 -0.56
C 0.59 0.15 0.10 0.37
C -0.40 -0.96 -0.24 -0.44
C -1.54 0.04 0.10 -0.45
C -0.50 1.18 0.26 -0.44
H 3.47 -0.45 -0.16 0.37
H -0.35 -1.27 -1.29 0.25
H -0.35 -1.86 0.39 0.28
H -2.28 0.20 -0.69 0.27
H -2.06 -0.21 1.02 0.24
H -0.47 1.85 -0.61 0.20
H -0.52 1.78 1.17 0.30
```

The relative energy (zero: lowest compared OMol25 entry of this formula, charge and spin) is 68.8 kcal/mol. The SMILES is ON=C1CCC1. Its multiplicity is 1.

---

4.
C5H13N3 | ωB97M-V/def2-TZVPD

```
21
Properties=species:S:1:pos:R:3:mulliken_charge:R:1
C -0.01 1.14 -1.42 -1.31
N -0.37 0.28 -0.31 -0.09
C -1.36 0.60 0.48 0.55
N -1.97 1.85 0.45 -0.49
N -1.67 -0.21 1.51 -0.52
H 0.41 2.09 -1.08 0.38
H -0.87 1.34 -2.08 0.46
H 0.76 0.62 -1.98 0.31
H -2.87 1.91 0.90 0.23
H -1.87 2.38 -0.39 0.24
H -0.81 -0.85 1.73 0.19
H -2.06 0.24 2.33 0.22
C 2.27 -0.19 0.22 -1.08
C 1.13 -0.89 0.33 0.51
C 0.86 -2.14 -0.46 -1.17
H 2.44 0.72 0.77 0.30
H 3.04 -0.50 -0.47 0.27
H 0.61 -1.07 1.44 0.02
H 1.32 -2.99 0.02 0.37
H 1.24 -2.05 -1.48 0.31
H -0.22 -2.29 -0.51 0.29
```

The relative energy (zero: lowest compared OMol25 entry of this formula, charge and spin) is 62.4 kcal/mol. The SMILES is CN=C(N)N.C=CC. Its multiplicity is 1.

---

5.
C5H8OS | ωB97M-V/def2-TZVPD

```
15
Properties=species:S:1:pos:R:3:mulliken_charge:R:1
C 0.29 0.59 -0.03 0.42
C -0.46 1.12 1.37 -0.88
C 0.03 -0.86 -0.53 0.96
C 1.22 -1.23 -1.38 -1.03
C -1.02 -1.51 -0.17 -1.17
O 1.08 1.31 -0.51 -0.52
S -0.74 3.10 1.79 -0.11
H -1.48 0.73 1.38 0.30
H 0.13 0.60 2.16 0.35
H 2.03 -0.75 -0.90 0.34
H 1.18 -0.84 -2.43 0.22
H 1.10 -2.36 -1.39 0.34
H -0.32 3.73 0.69 0.23
H -1.23 -2.48 -0.47 0.32
H -1.82 -1.16 0.42 0.22
```

As for the expectation value of S²: 2.0062. The relative energy (zero: lowest compared OMol25 entry of this formula, charge and spin) is 55.1 kcal/mol. Its multiplicity is 3.

---

6.
C38H60BrClIN3O10S | ωB97M-V/def2-TZVPD

```
115
Properties=species:S:1:pos:R:3:mulliken_charge:R:1
C 1.29 -7.32 1.28 -0.41
C 0.08 -7.42 1.80 -0.67
C -1.35 -7.09 2.48 0.89
C -2.68 -7.31 1.66 -0.55
C -4.15 -6.97 2.24 0.58
N -5.26 -7.21 1.34 -0.50
C -6.47 -6.89 2.06 0.88
C -7.87 -7.14 1.25 -0.90
C -8.18 -5.90 0.26 0.23
O -8.65 -6.34 -1.08 -0.56
C -9.29 -4.86 0.80 -0.46
N -8.72 -3.82 1.75 -0.55
C -6.60 -6.35 3.54 -0.59
I -8.54 -5.92 4.51 0.02
N -5.45 -6.09 4.36 -0.34
C -4.19 -6.41 3.71 0.29
C -2.85 -6.18 4.57 -0.52
Br -3.08 -5.41 6.42 -0.14
C -1.41 -6.53 3.99 0.45
C -0.12 -6.30 4.92 -0.96
C 0.88 -5.13 4.42 -0.59
C 0.17 -3.75 3.98 -0.37
C 1.04 -3.13 2.76 -0.74
S 0.37 -3.50 1.07 1.00
O -0.96 -4.21 1.06 -0.46
O 1.41 -4.27 0.25 -0.55
Cl 0.12 -1.68 0.02 -0.26
H 2.42 -7.22 1.05 0.35
H -2.58 -7.72 0.60 0.32
H -7.65 -8.06 0.57 0.31
H -8.74 -7.45 1.93 0.41
H -7.18 -5.34 0.09 0.22
H -8.50 -5.53 -1.63 0.34
H -9.66 -4.27 -0.13 0.26
H -10.23 -5.35 1.26 0.25
H -9.51 -3.67 2.44 0.23
H -8.66 -2.91 1.24 0.25
H 0.49 -7.29 4.89 0.30
H -0.35 -6.11 6.03 0.36
H 1.55 -4.87 5.34 0.35
H 1.61 -5.57 3.64 0.31
H 0.24 -2.98 4.85 0.33
H -0.95 -3.84 3.74 0.34
H 1.17 -1.99 2.87 0.48
H 2.11 -3.60 2.83 0.35
C 3.35 1.72 -1.17 -0.71
C 4.28 1.06 -0.20 0.73
C 4.38 -0.44 -0.24 -0.96
O 4.94 1.71 0.59 -0.53
H 3.39 2.81 -1.03 0.13
H 3.66 1.50 -2.20 0.32
H 2.33 1.38 -1.00 0.25
H 4.73 -0.77 -1.23 0.34
H 3.40 -0.88 -0.03 0.13
H 5.09 -0.78 0.51 0.29
C 2.74 6.42 -2.87 -0.88
C 3.94 5.60 -2.49 0.87
C 5.20 6.34 -2.12 -1.16
O 3.90 4.38 -2.47 -0.56
H 1.91 5.76 -3.11 0.14
H 2.45 7.07 -2.04 0.34
H 2.97 7.03 -3.75 0.27
H 5.02 6.98 -1.26 0.37
H 5.54 6.94 -2.97 0.27
H 5.98 5.62 -1.87 0.30
C 0.00 3.30 -1.87 -0.55
C -0.90 4.47 -2.18 0.72
C -2.39 4.25 -2.06 -1.20
O -0.45 5.55 -2.51 -0.51
H 1.04 3.60 -2.00 -0.08
H -0.15 2.98 -0.84 0.35
H -0.22 2.47 -2.56 0.35
H -2.64 3.97 -1.03 0.32
H -2.71 3.46 -2.75 0.31
H -2.91 5.17 -2.31 0.33
C 5.88 3.15 3.10 -0.91
C 6.22 3.32 4.56 0.78
C 7.68 3.33 4.94 -1.06
O 5.35 3.44 5.41 -0.57
H 4.80 3.16 2.98 0.25
H 6.31 3.97 2.53 0.33
H 6.27 2.20 2.74 0.29
H 8.19 4.16 4.44 0.31
H 8.14 2.38 4.66 0.30
H 7.77 3.46 6.02 0.29
C -4.98 -2.23 10.24 -1.07
C -5.11 -2.51 8.77 0.90
C -5.64 -3.86 8.36 -1.04
O -4.80 -1.68 7.93 -0.56
H -4.59 -1.22 10.39 0.30
H -5.96 -2.30 10.72 0.31
H -4.29 -2.95 10.69 0.30
H -6.65 -4.00 8.75 0.39
H -4.98 -4.65 8.73 0.25
H -5.68 -3.92 7.27 0.23
C 3.95 7.32 -7.56 -0.98
C 4.89 6.66 -6.58 0.84
C 4.98 5.15 -6.62 -1.14
O 5.55 7.31 -5.79 -0.57
H 3.99 8.40 -7.41 0.32
H 4.26 7.09 -8.58 0.20
H 2.93 6.98 -7.38 0.34
H 5.34 4.83 -7.61 0.38
H 4.01 4.71 -6.41 0.31
H 5.70 4.81 -5.87 0.29
C 2.15 8.16 -12.52 -1.12
C 3.09 7.50 -11.54 0.85
C 3.18 6.00 -11.58 -1.00
O 3.74 8.15 -10.75 -0.53
H 2.18 9.24 -12.37 0.29
H 2.45 7.93 -13.54 0.34
H 1.13 7.82 -12.34 0.33
H 3.53 5.67 -12.57 0.35
H 2.20 5.56 -11.37 0.31
H 3.89 5.66 -10.83 0.21
```

The relative energy (zero: lowest compared OMol25 entry of this formula, charge and spin) is 0.0 kcal/mol. The SMILES is C#Cc1cc2nc(C[C@@H](O)CN)c(I)nc2c(Br)c1CCCCS(=O)(=O)Cl.CC(C)=O.CC(C)=O.CC(C)=O.CC(C)=O.CC(C)=O.CC(C)=O.CC(C)=O. Its multiplicity is 1.

---

7.
C4H2N4O2 | ωB97M-V/def2-TZVPD

```
12
Properties=species:S:1:pos:R:3:mulliken_charge:R:1
C -1.24 1.04 0.38 -0.25
C -2.17 0.07 0.14 0.73
C 0.18 0.89 0.52 -0.20
C -4.02 -0.41 -0.13 0.72
N -1.99 2.29 0.14 -0.03
N -3.35 0.77 -0.18 0.49
N -3.14 2.08 -0.22 -0.69
N 0.85 0.68 -0.55 -0.54
O -2.90 -1.10 0.24 -0.40
O -5.13 -0.70 -0.26 -0.40
H 0.63 0.85 1.62 0.30
H 1.83 0.33 -0.53 0.26
```

The relative energy (zero: lowest compared OMol25 entry of this formula, charge and spin) is 96.3 kcal/mol. Its multiplicity is 1.

---

8.
C30H56F14N6O9PS | ωB97M-V/def2-TZVPD

```
117
Properties=species:S:1:pos:R:3:mulliken_charge:R:1
C 3.59 2.05 0.88 -0.98
C 3.64 0.58 0.19 -0.15
O 2.70 0.54 -0.92 -0.34
C 1.82 -0.58 -0.87 -0.64
C 0.31 -0.02 -0.78 -0.14
P -0.55 -0.35 -2.42 -0.13
C -1.57 -1.93 -2.42 -0.48
C -0.73 -3.27 -2.18 -1.03
C -0.82 -3.86 -0.71 0.85
F -0.11 -2.99 0.15 -0.23
F -0.10 -5.09 -0.73 -0.33
C -2.30 -4.22 -0.21 0.41
F -2.29 -5.57 0.24 -0.29
F -3.27 -4.20 -1.25 -0.28
C -2.86 -3.33 0.99 0.61
F -4.27 -3.52 0.99 -0.29
F -2.65 -1.95 0.84 -0.15
C -2.36 -3.76 2.45 0.62
F -3.22 -4.67 3.09 -0.22
F -2.29 -2.57 3.22 -0.23
F -1.09 -4.33 2.49 -0.23
S -1.93 1.24 -3.01 1.00
O -1.87 1.53 -4.48 -0.59
O -3.31 0.68 -2.73 -0.60
C -1.76 2.78 -1.98 0.33
F -2.45 3.81 -2.67 -0.17
F -0.41 3.14 -1.89 -0.21
C -2.51 2.64 -0.56 0.69
F -3.88 2.90 -0.72 -0.24
F -2.01 3.59 0.35 -0.25
F -2.42 1.35 0.00 -0.09
H 3.08 2.82 0.21 0.30
H 4.66 2.34 1.16 0.35
H 3.02 1.99 1.87 0.21
H 4.69 0.45 -0.25 0.25
H 3.43 -0.16 1.03 0.21
H 2.08 -1.38 -0.10 0.38
H 1.91 -1.10 -1.90 0.24
H 0.38 1.10 -0.51 0.44
H -0.32 -0.49 0.04 0.39
H 0.45 -0.43 -3.45 0.27
H -2.41 -1.79 -1.64 0.38
H -2.09 -2.02 -3.45 0.42
H -1.03 -4.05 -2.96 0.40
H 0.39 -3.08 -2.38 0.49
C -4.11 7.57 -4.14 -1.08
C -5.05 7.43 -5.31 0.66
O -5.57 8.40 -5.84 -0.64
N -5.31 6.17 -5.77 -0.13
C -4.80 4.91 -5.28 -0.37
H -4.00 8.62 -3.89 0.29
H -4.51 7.05 -3.27 0.30
H -3.12 7.17 -4.40 0.31
H -5.95 6.16 -6.55 0.22
H -4.27 4.42 -6.10 0.23
H -5.65 4.30 -4.98 0.26
H -4.12 5.04 -4.44 -0.04
C 4.46 3.71 3.85 -1.39
C 5.09 2.34 3.95 1.03
O 5.06 1.53 3.03 -0.66
N 5.72 2.02 5.11 -0.08
C 5.87 2.83 6.30 -0.98
H 4.00 3.82 2.86 0.22
H 3.68 3.82 4.61 0.37
H 5.22 4.48 3.96 0.41
H 6.12 1.09 5.11 0.12
H 6.93 2.96 6.50 0.30
H 5.41 2.30 7.14 0.30
H 5.40 3.81 6.20 0.37
C 7.28 -3.45 5.98 -1.05
C 7.33 -2.04 5.45 0.80
O 6.70 -1.12 5.97 -0.65
N 8.09 -1.80 4.35 -0.10
C 8.89 -2.74 3.60 -0.82
H 6.63 -3.48 6.86 0.31
H 6.87 -4.12 5.23 0.10
H 8.28 -3.77 6.28 0.37
H 8.07 -0.84 4.05 0.19
H 9.93 -2.40 3.62 0.30
H 8.53 -2.75 2.57 0.26
H 8.84 -3.75 4.01 0.31
C -5.33 -1.23 -8.17 -1.37
C -4.87 -0.92 -6.77 0.91
O -4.47 -1.78 -6.00 -0.64
N -4.90 0.38 -6.37 -0.03
C -5.33 1.55 -7.11 -0.78
H -5.24 -2.31 -8.34 0.30
H -6.37 -0.95 -8.30 0.38
H -4.70 -0.71 -8.90 0.37
H -4.58 0.51 -5.42 0.03
H -4.49 2.24 -7.17 0.21
H -6.15 2.02 -6.57 0.26
H -5.65 1.29 -8.12 0.38
C 7.12 -7.48 2.46 -1.35
C 6.24 -6.33 2.87 0.82
O 6.67 -5.19 3.00 -0.65
N 4.92 -6.59 3.10 -0.15
C 4.23 -7.85 3.00 -0.85
H 8.14 -7.12 2.32 0.29
H 7.14 -8.24 3.24 0.38
H 6.77 -7.91 1.52 0.37
H 4.40 -5.77 3.37 0.23
H 3.43 -7.75 2.27 0.27
H 3.79 -8.08 3.97 0.30
H 4.89 -8.67 2.70 0.34
C -5.59 3.31 1.61 -1.00
C -6.48 4.45 2.04 0.59
O -6.05 5.59 2.17 -0.66
N -7.79 4.18 2.27 -0.16
C -8.48 2.92 2.17 -0.78
H -4.58 3.67 1.47 0.11
H -5.57 2.54 2.39 0.43
H -5.95 2.88 0.67 0.36
H -8.32 5.00 2.55 0.23
H -9.29 3.02 1.44 0.27
H -8.92 2.68 3.15 0.28
H -7.82 2.11 1.86 0.31
```

Its multiplicity is 1. The net charge is +1.

---

9.
C23H22FN2NbO4S | ωB97M-V/def2-TZVPD

```
54
Properties=species:S:1:pos:R:3:mulliken_charge:R:1
C 2.88 2.83 -0.43 -2.17
H 3.55 2.30 -1.11 0.44
H 3.46 3.52 0.18 0.58
H 2.16 3.39 -1.05 0.43
C 2.16 1.82 0.42 0.82
C 1.77 0.61 -0.24 -0.69
H 1.68 0.65 -1.33 0.12
C 1.37 -0.53 0.47 0.74
C 2.21 -1.10 1.58 -1.31
H 1.58 -1.31 2.46 0.37
H 2.99 -0.39 1.86 0.42
H 2.68 -2.04 1.26 0.40
C 0.03 -2.53 0.30 -0.08
C 0.93 -3.44 -0.27 0.25
C 0.59 -4.78 -0.38 -0.90
H 1.27 -5.48 -0.86 0.43
C -0.64 -5.23 0.12 -0.50
H -0.92 -6.29 0.03 0.44
C -1.51 -4.34 0.75 -0.67
H -2.47 -4.68 1.14 0.45
C -1.14 -3.01 0.91 -0.58
C 1.52 3.10 2.42 0.59
C 1.54 4.43 1.91 0.04
C 1.18 5.50 2.72 -0.90
H 1.23 6.51 2.30 0.41
C 0.77 5.29 4.04 -0.20
H 0.49 6.14 4.66 0.43
C 0.71 3.99 4.55 -0.75
H 0.37 3.81 5.58 0.41
C 1.09 2.91 3.77 -0.12
C 0.70 -3.29 -4.67 -0.47
H 1.15 -3.91 -5.46 0.43
C 1.24 -2.03 -4.39 -0.75
H 2.11 -1.67 -4.95 0.46
C 0.67 -1.19 -3.38 -0.46
H 1.06 -0.20 -3.19 0.57
C -0.39 -1.73 -2.71 0.96
C -0.94 -2.90 -2.97 0.06
H -1.81 -3.00 -2.28 0.35
C -0.41 -3.76 -3.96 -0.70
H -0.86 -4.74 -4.15 0.50
N 0.21 -1.14 0.16 0.47
N 1.83 1.99 1.68 0.00
Nb -1.42 0.21 -0.42 1.97
H -1.74 -2.33 1.52 0.67
H 1.86 -3.06 -0.70 0.53
H 1.83 4.58 0.87 0.42
H 1.06 1.89 4.14 0.46
F -1.86 1.18 1.09 -0.65
O -3.57 -3.29 -1.00 -0.47
S -4.13 -2.06 -0.43 0.64
O -3.92 -1.87 1.00 -0.49
O -2.83 -0.80 -1.11 -0.67
O -0.79 1.28 -1.66 -0.73
```

The relative energy (zero: lowest compared OMol25 entry of this formula, charge and spin) is 76.6 kcal/mol. Its multiplicity is 1. The net charge is +2.

---

10.
C18H12F6N4O2PV | ωB97M-V/def2-TZVPD

```
44
Properties=species:S:1:pos:R:3:mulliken_charge:R:1
V 0.09 0.07 -0.51 0.25
O -3.91 -0.04 0.44 -0.74
C -2.70 -0.17 0.32 0.01
N -1.84 0.48 -0.49 0.40
C -2.23 1.44 -1.45 0.71
C -3.52 1.69 -1.91 -0.87
C -3.71 2.69 -2.86 -0.58
C -2.64 3.43 -3.34 -0.57
C -1.35 3.19 -2.89 -0.66
C -1.15 2.19 -1.95 -0.17
N 0.07 1.83 -1.34 0.11
C 1.06 2.72 -1.09 -0.23
O 1.29 3.79 -1.62 -0.69
C 1.90 2.26 0.08 0.85
C 3.00 2.98 0.51 -0.79
C 3.67 2.54 1.64 -0.23
C 3.22 1.41 2.31 -0.89
C 2.12 0.74 1.80 0.07
N 1.47 1.16 0.72 0.28
C -1.97 -1.19 1.16 0.72
C -2.65 -2.02 2.04 -0.72
C -1.93 -2.97 2.74 -0.28
C -0.56 -3.08 2.52 -1.11
C 0.04 -2.22 1.63 0.01
N -0.64 -1.28 0.98 0.42
H -4.35 1.12 -1.52 0.45
H -4.71 2.88 -3.22 0.38
H -2.81 4.20 -4.08 0.39
H -0.51 3.76 -3.26 0.46
H 3.29 3.85 -0.05 0.51
H 4.54 3.08 2.00 0.43
H 3.71 1.05 3.20 0.42
H 1.73 -0.15 2.29 0.48
H -3.71 -1.89 2.14 0.52
H -2.43 -3.64 3.43 0.43
H 0.03 -3.83 3.03 0.40
H 1.10 -2.29 1.41 0.58
F -0.21 -1.39 -1.98 -0.26
P 1.32 -2.13 -2.20 1.24
F 2.79 -2.69 -2.23 -0.33
F 1.75 -1.11 -0.83 -0.41
F 0.86 -3.21 -1.12 -0.34
F 0.78 -2.97 -3.40 -0.32
F 1.70 -0.88 -3.11 -0.34
```

As for the expectation value of S²: 2.0177. The relative energy (zero: lowest compared OMol25 entry of this formula, charge and spin) is 0.0 kcal/mol. Its multiplicity is 3.

---

11.
C3H6I2N | ωB97M-V/def2-TZVPD

```
12
Properties=species:S:1:pos:R:3:mulliken_charge:R:1
C -0.68 0.77 -0.93 -0.19
C -0.19 -0.62 -0.36 -0.37
C -1.09 0.30 0.36 -0.46
N 1.18 -0.87 0.13 -0.08
I -2.81 0.12 1.47 0.32
I 1.03 1.85 2.25 0.06
H 0.11 1.52 -1.01 0.22
H -1.36 0.94 -1.80 0.28
H -0.65 -1.42 -0.98 0.42
H 1.39 -1.52 0.98 0.43
H 1.36 0.05 0.63 -0.03
H 1.71 -1.12 -0.75 0.40
```

The relative energy (zero: lowest compared OMol25 entry of this formula, charge and spin) is 48.9 kcal/mol. Its multiplicity is 1. The net charge is +1.

---

12.
C6H8O2 | ωB97M-V/def2-TZVPD

```
16
Properties=species:S:1:pos:R:3:mulliken_charge:R:1
C -1.88 -0.55 -0.44 -1.15
C -0.56 -1.01 0.16 0.02
C -0.26 -0.52 1.58 -0.74
C 0.46 0.12 0.37 0.87
O 0.07 1.36 -0.08 -0.42
C 1.13 1.60 -0.92 -0.10
C 2.05 0.63 -0.85 -0.32
O 1.82 -0.13 0.33 -0.37
H -1.95 0.54 -0.47 0.36
H -2.12 -1.09 -1.50 0.25
H -2.78 -1.02 0.26 0.24
H -0.12 -1.98 -0.23 0.32
H -0.84 0.00 2.52 0.26
H 0.57 -1.30 2.08 0.19
H 1.30 2.55 -1.57 0.28
H 3.11 0.80 -1.23 0.30
```

The relative energy (zero: lowest compared OMol25 entry of this formula, charge and spin) is 109.6 kcal/mol. The SMILES is C[C@@H]1CC12OC=CO2. Its multiplicity is 1.

---

Energy / a.u.: -1219.0383; -303.4589; -286.5219; -362.4828; -668.5068; -6130.2244; -522.9666; -4319.6924; -1854.3982; -2947.5739; -767.6563; -383.7354